[1]
14
Properties=species:S:1:pos:R:3 method="wB97M-V/def2-TZVPD" de_lowest_kcal_mol=81.8 energy_ev=-20105.79372 e_homo_ev=-8.454
C -0.25911 -1.04063 1.43044
C 0.44480 0.76169 -0.22694
C -0.67740 1.42434 -0.55036
C 1.66653 0.92629 -1.04741
H -2.44446 -2.69290 -0.69563
H 0.15687 -1.32745 2.46905
H 1.43438 -0.03946 1.45591
H -1.55483 1.44563 0.16646
H -0.65398 2.07531 -1.43611
H 2.60466 0.43396 -0.55391
N -1.29913 -1.71337 0.99339
N 0.60943 -0.21446 0.81800
O 1.60341 1.49161 -2.11676
S -1.63116 -1.53057 -0.70613

***

[2]
14
Properties=species:S:1:pos:R:3 method="wB97M-V/def2-TZVPD" de_lowest_kcal_mol=25.4 energy_ev=-27340.47305 charge=+1 e_homo_ev=-14.203
C -0.10319 -1.52237 0.60582
C -0.87791 -1.94706 -0.44550
C 0.47110 0.61710 -0.23986
C 1.26400 1.86960 -0.18900
N 0.71776 -0.45272 0.49921
N -0.60002 0.69401 -1.00320
P -1.84680 -0.41903 -0.81340
S -3.70532 -0.00561 -0.32707
H 0.41502 -2.15372 1.38416
H -1.30306 -2.92497 -0.42297
H 2.06117 2.25773 -0.85713
H 0.36215 2.65885 -0.17723
H 1.56492 1.91868 0.89423
H 1.58019 -0.59047 1.09192

***

Gap between HOMO and LUMO (Eh)
0.305 0.298
LUMO (eV)
-0.2 -6.1